No. 1
Entry from the Open Molecules 2025 dataset: a single C3H4ClFO molecule at a distorted geometry (ωB97M-V with the def2-TZVPD basis set).

Geometry as XYZ:
```
10
Properties=species:S:1:pos:R:3:forces:R:3
C -0.44853 -0.26067 0.34276 1.3208 1.4539 -3.0441
Cl -2.07785 -0.38324 -0.53922 1.1698 -0.2307 0.9571
F 0.67042 1.06568 -1.11788 -1.3416 2.7227 0.6975
O 1.87392 -1.00117 -0.30969 -6.4666 -1.6553 -1.1242
H -0.48477 -0.61070 1.34244 -0.5140 -0.3447 0.9514
H 0.71735 1.53491 0.83672 3.3150 0.7722 2.3835
H -0.03383 -2.29336 -0.70753 2.3955 2.7662 -0.0631
C 0.61376 -1.20851 -0.43757 2.6286 -1.1030 2.9135
H -0.87966 1.89855 0.43893 1.4204 -0.4854 -2.1501
C 0.04919 1.25851 0.15104 -3.9281 -3.8959 -1.5216
```
Positions in Å, forces in eV/Å.

Summary:
E_HOMO in eV: -10.29
Charge: 0
SMILES: O=C[C@H](Cl)CF
Gap between HOMO and LUMO in eV: 10.41
Largest force on an atom in eV Å⁻¹: 6.77

Here are the natural (NBO) charges for atoms 1 to 2, given in e: C -0.2825; Cl -0.0805



No. 2
Entry from the Open Molecules 2025 dataset: a molecular structure, C6H10O2 at a distorted geometry (ωB97M-V with the def2-TZVPD basis set).

Geometry as XYZ:
```
18
Properties=species:S:1:pos:R:3:forces:R:3
C 0.44252 1.24841 -0.06642 0.0636 -1.7417 -0.3864
H -1.73119 0.17466 1.57775 1.3226 0.3813 -0.3546
H 1.19384 0.38261 -2.17159 -2.0590 -0.0844 -1.5990
H -0.22409 2.07873 0.20788 0.1685 -0.3459 -0.1305
H -0.87237 -1.33396 1.50992 -1.3810 0.1861 -0.7172
O 0.18952 0.26047 -2.30149 2.9431 0.4115 -3.9005
H 1.73267 -0.53218 -0.26075 3.5138 -0.1573 -1.0329
C -1.47840 -0.41614 -0.45999 -0.8552 0.1722 -6.1106
C -0.09281 0.09347 -1.05609 -1.0734 -1.0518 4.7287
H 0.71977 -2.03563 -0.02141 -0.0972 1.3046 -0.9556
C 0.79028 -0.90916 -0.19057 0.6152 -4.0660 -3.7461
O 1.06831 -0.13998 2.08986 2.4210 5.2740 -1.3750
C 0.34956 -0.17664 0.85171 4.0833 8.7495 4.4520
H 1.48698 1.64151 -0.44704 -1.7749 -0.9863 0.9677
H -1.94618 -1.26471 -1.25261 1.8793 0.9048 2.9285
H 1.63350 1.01220 1.81279 -2.3959 -5.6219 1.8443
H -2.27199 0.27023 -0.74934 -0.0039 0.7785 0.8473
C -0.98990 -0.35388 0.92739 -7.3700 -4.1070 4.5399
```
Positions in Å, forces in eV/Å.

Summary:
E_HOMO in eV: -9.07
Charge: 0
Gap between HOMO and LUMO in eV: 9.49
Largest force on an atom in eV Å⁻¹: 10.63

Here are the natural (NBO) charges for atoms 1 to 2, given in e: C -0.5438; H 0.2413



No. 3
Entry from the Open Molecules 2025 dataset: a molecular structure, C18H20ClN4OsS2 at a distorted geometry (ωB97M-V with the def2-TZVPD basis set).

Geometry as XYZ:
```
46
Properties=species:S:1:pos:R:3:forces:R:3
H -0.54571 3.00682 0.59357 0.0581 -0.1024 0.0224
H 0.66907 -1.89143 0.66231 -0.0576 -0.0165 0.0723
C 3.42394 0.69223 2.94025 -0.0234 -0.0043 0.0146
C 1.53506 0.51671 1.40163 -0.1422 0.1007 -0.0183
H -1.87041 2.63954 -3.34842 -0.0207 -0.0554 -0.0104
H -3.02996 2.61243 -2.02819 -0.0021 -0.0353 0.0075
C -0.19970 -3.82825 0.35882 -0.0243 0.0027 -0.0521
C -0.18728 -2.44910 0.31700 -0.0025 -0.0722 -0.0393
S -4.59297 0.11723 0.68430 -0.2599 0.5552 -0.0396
H -2.75344 0.41617 -2.34001 0.0029 0.0109 -0.0269
N -1.22902 -1.73776 -0.15150 -0.1681 -0.0744 0.2268
H -1.14932 4.13358 -1.49477 -0.0444 -0.0205 0.0620
C 1.18359 0.65754 3.79753 0.0168 0.0164 -0.0010
Cl -3.79497 -4.54961 -1.17479 -0.0014 0.0106 -0.0065
C -1.31251 -4.51711 -0.09319 0.0102 -0.0387 0.0028
Os -1.27201 0.36529 0.05221 -0.7411 2.1755 -0.1395
C 1.82190 0.25202 -0.89331 0.0463 -0.0318 0.1694
H -1.35617 -5.59765 -0.06899 -0.0051 0.0016 0.0052
H -2.13818 2.87020 0.29695 0.0770 0.2058 0.0735
H 4.49528 0.73542 3.08785 0.0011 0.0211 -0.0027
H -3.13086 -1.82267 -0.98270 -0.0310 -0.0143 0.0509
N -1.22212 2.57493 -0.03075 -0.0910 -0.5057 0.0861
H 0.60654 -0.92412 -2.20287 -0.0185 0.0299 -0.0170
C -2.01217 2.33826 -2.31100 0.0321 0.0553 0.0890
H 0.65714 -4.35803 0.74947 0.0077 0.0084 0.0011
C 3.76795 0.51428 0.49434 0.0074 -0.0187 -0.0187
H 0.73253 0.78696 -2.66200 0.0340 0.1100 -0.0600
C 1.27572 -0.06205 -2.25306 -0.0567 -0.0102 0.0988
C -3.14563 0.42445 0.32037 0.7268 -1.4709 0.1532
C -1.02281 3.05266 -1.41584 -0.0005 0.0172 -0.1713
C -2.30667 -2.40381 -0.59834 0.0938 0.0063 -0.1367
C 0.66925 0.55097 2.52164 0.1323 0.0592 0.0374
H 0.50639 0.67704 4.64230 0.0042 -0.0009 0.0024
N -1.86531 0.86640 -2.14099 0.4763 -0.4096 0.2360
H -1.21267 0.49410 -2.82326 -0.0351 0.0571 -0.0444
C 3.21875 0.33621 -0.74162 0.0217 0.0358 0.0155
H 4.84094 0.58189 0.62438 0.0026 -0.0095 -0.0115
C 2.92431 0.57998 1.61978 -0.0117 0.0361 0.0191
H 2.95493 0.81394 5.01417 -0.0113 -0.0017 0.0064
H 0.00149 2.82274 -1.70276 0.0820 -0.0454 -0.0161
C -2.38033 -3.78389 -0.58716 0.0252 -0.0147 -0.0264
S -1.04045 0.42061 2.27621 -0.1001 -0.2587 -0.0177
H 2.08313 -0.29666 -2.94137 -0.0149 -0.0050 -0.0111
C 2.56946 0.73166 4.00782 0.0208 0.0007 -0.0313
H 3.84391 0.24814 -1.61860 -0.0021 -0.0095 0.0013
N 0.98935 0.39173 0.14259 -0.0135 -0.2900 -0.5553
```
Positions in Å, forces in eV/Å.

Summary:
E_HOMO (spin up / spin down) in eV: -13.95 / -14.56
Spin multiplicity: 2
⟨S²⟩: 0.768
Charge: +2
Gap between HOMO and LUMO (spin up / spin down) in eV: 7.51 / 6.61
Largest force on an atom in eV Å⁻¹: 2.30

Here are the natural (NBO) charges for atoms 1 to 2, given in e: H 0.4197; H 0.2207



No. 4
Entry from the Open Molecules 2025 dataset: 2 unconnected molecules or ions with the total composition C6H11NO2P at a distorted geometry (ωB97M-V with the def2-TZVPD basis set).

Geometry as XYZ:
```
21
Properties=species:S:1:pos:R:3:forces:R:3
C 2.81012 2.16767 0.38445 -0.8428 -0.7823 -0.4526
H 3.68728 2.29885 1.01151 0.2845 0.0705 0.1877
C -1.14931 -1.00814 -0.45380 1.0838 0.6811 1.7020
O -1.15313 1.39089 -1.88042 1.1770 -0.3030 -0.7940
C -1.03307 -1.33647 1.09601 1.5681 0.6923 -0.8746
H -3.27250 -0.83200 -0.21502 1.2723 -1.2737 -2.1229
H -1.33009 -0.44849 1.77680 -0.4850 -2.0522 -1.0015
H -1.26391 -2.40619 1.22128 -1.0161 0.6229 0.6573
C 2.17724 -0.34010 -0.18112 0.2945 0.2049 -1.6598
H 1.94305 0.55394 1.64158 -0.1618 0.0666 0.6077
H -2.64060 -2.31358 -1.25103 -0.2716 -0.2078 0.2783
H 0.05045 -1.39081 1.27041 0.0368 0.2626 -0.0697
H 3.15363 2.12381 -0.66166 -0.2444 0.7668 0.2700
C -2.50593 -1.25514 -1.05000 -2.3658 1.3352 1.5824
H -0.36756 -1.58083 -0.99059 -0.1333 0.8924 0.2121
C 2.14675 0.81411 0.62236 -1.2508 -0.4836 -0.0138
P -1.00607 0.86587 -0.51332 -1.0210 0.5332 -0.5803
O -1.77598 1.62000 0.50804 0.8179 -0.8630 0.9679
H -2.71267 -0.71044 -1.98859 0.3134 -0.1784 0.4615
H 2.09105 3.00502 0.62823 0.8166 -0.7298 -0.6570
N 2.15123 -1.21795 -0.97511 0.1276 0.7452 1.2995
```
Positions in Å, forces in eV/Å.

Summary:
E_HOMO (spin up / spin down) in eV: -3.02 / -3.02
Charge: -1
Gap between HOMO and LUMO (spin up / spin down) in eV: 6.34 / 6.33
Largest force on an atom in eV Å⁻¹: 3.14

Here are the natural (NBO) charges for atoms 1 to 2, given in e: C -0.6175; H 0.1753



No. 5
Entry from the Open Molecules 2025 dataset: a molecular structure, C3H3CdLiO3 at a distorted geometry (ωB97M-V with the def2-TZVPD basis set).

Geometry as XYZ:
```
11
Properties=species:S:1:pos:R:3:forces:R:3
O -0.23668 -0.50067 0.41197 0.3812 -0.8883 0.3475
Cd -1.85721 0.48226 1.25416 -2.8041 -0.0027 2.1269
C 0.60579 -1.58882 -0.25117 0.0346 -0.9134 -1.3285
H 2.54325 -1.09802 -1.24256 -0.4525 0.2136 -0.1032
H 2.49466 -0.52535 0.41915 -0.4151 0.3174 -0.0100
O -0.52029 1.65552 0.29923 0.3741 1.5387 -1.1855
H 0.67602 -2.42459 0.45123 0.1580 0.4220 0.1100
O 1.14708 0.58723 -0.86297 0.5698 -0.0481 0.6174
C 1.86609 -0.78241 -0.44412 -0.5146 0.4761 0.0141
C 0.12927 0.67869 -0.09721 2.4518 -0.8367 -0.5593
Li -0.30623 -2.13038 -2.14030 0.2167 -0.2786 -0.0294
```
Positions in Å, forces in eV/Å.

Summary:
E_HOMO in eV: -16.73
Charge: +2
Gap between HOMO and LUMO in eV: 4.94
Largest force on an atom in eV Å⁻¹: 3.52

Here are the natural (NBO) charges for atoms 1 to 2, given in e: O -0.6750; Cd 1.7959



No. 6
Entry from the Open Molecules 2025 dataset: 2 unconnected molecules or ions with the total composition C2HF3O2 at a distorted geometry (ωB97M-V with the def2-TZVPD basis set).

Geometry as XYZ:
```
8
Properties=species:S:1:pos:R:3:forces:R:3
O 1.87242 -0.29978 1.04423 0.2499 2.2702 2.7770
C -0.93034 0.13791 0.34903 1.8232 -1.6380 3.7722
O 0.72945 -0.82519 1.48971 -3.0424 0.8502 -2.1689
H 2.11018 -0.64114 0.22231 0.2004 -1.7061 -2.4627
C -0.63258 0.34311 -0.89201 -0.9089 0.0513 -0.9488
F -1.50442 0.95819 -1.66487 -0.2267 0.3960 -0.5368
F 0.37128 -0.10999 -1.59489 0.5497 -0.0237 0.3971
F -2.01599 0.43691 1.04648 1.3549 -0.1998 -0.8290
```
Positions in Å, forces in eV/Å.

Summary:
E_HOMO (spin up / spin down) in eV: -10.11 / -10.12
Charge: 0
Gap between HOMO and LUMO (spin up / spin down) in eV: 8.39 / 8.39
Largest force on an atom in eV Å⁻¹: 4.50

Here are the natural (NBO) charges for atoms 1 to 2, given in e: O -0.3766; C 0.4160



No. 7
Entry from the Open Molecules 2025 dataset: a molecular structure, C24H24Cl3MnN2O14P2S3 (ωB97M-V with the def2-TZVPD basis set).

Geometry as XYZ:
```
73
Properties=species:S:1:pos:R:3:forces:R:3
Cl 2.64487 3.93366 3.73158 -0.0486 -0.0505 -0.0006
O -0.04047 -0.37849 1.90032 0.0002 0.0995 0.1136
H 2.76956 5.31848 -1.20882 -0.0045 -0.0110 -0.0006
H 2.04479 -1.78782 -1.54702 0.0296 0.0186 -0.0265
C 1.62990 6.03496 0.52425 -0.0441 -0.0668 -0.0134
C -3.06121 2.68475 0.49312 -0.0083 0.0488 0.0509
C 3.97204 0.18959 4.69671 -0.0313 -0.0116 -0.0030
C 4.89708 0.18064 3.66920 0.0131 0.0043 0.0086
C 2.61832 0.27110 4.40299 0.0437 0.0314 0.0150
H -0.94100 5.25890 0.12645 -0.0044 0.0052 0.0235
N -1.35464 1.39711 -0.13538 -0.0761 0.0734 0.0227
C 2.36870 4.64260 2.19388 0.0693 0.0866 -0.0332
H -0.06308 -0.84978 -4.90786 0.0191 -0.0569 -0.0097
C -4.34265 3.70893 4.96890 -0.0151 0.0279 -0.0091
O 3.97291 0.57498 -0.37592 -0.0285 0.0334 0.0335
P -1.64386 -2.36325 -1.26943 -0.3220 0.2953 0.0097
H -2.47068 -1.30716 -3.30016 -0.0115 -0.0423 -0.0254
H -1.44970 -4.41258 -3.55045 0.0016 -0.0018 0.0011
S 0.40466 0.61083 2.90792 -0.1164 0.2576 -0.1375
O -0.44212 -2.12513 -0.37314 -0.5902 -0.0442 0.0588
C 3.10893 0.30616 2.04977 0.0002 -0.0579 -0.0064
C 2.51719 5.26680 -0.16220 0.0065 -0.0168 -0.0048
O -0.78980 6.24718 2.44814 0.0472 0.0327 -0.1608
H 0.69269 5.85768 3.85295 -0.0318 -0.0007 0.0045
O 1.80484 -2.04116 -2.47876 -0.0240 -0.0557 0.0122
H -5.37856 5.52214 4.46184 -0.0022 -0.0002 0.0007
O 2.20921 -1.08741 0.02897 -0.0022 0.1308 0.1011
S 3.25946 4.09238 0.83824 -0.0182 0.0276 0.0362
C -0.93111 2.63578 -0.02930 0.0004 -0.0422 0.0631
H -4.00211 3.10996 0.79613 -0.0018 -0.0004 0.0013
H 0.77102 7.38253 2.95717 0.0389 -0.0077 0.0180
C -3.22706 2.91888 4.76918 0.0009 -0.0210 0.0117
C -0.93541 -2.41746 -2.97523 0.0593 -0.0285 0.0426
H 1.87786 0.29385 5.18997 0.0020 -0.0020 0.0027
N -1.92746 3.45783 0.34782 0.0689 0.0082 -0.0292
O -2.24538 -3.82019 -0.92382 0.2925 -0.1168 -0.0148
C -2.25312 3.35567 3.88623 0.0041 0.0416 -0.0275
C 1.52339 5.67429 1.90096 -0.0177 -0.0416 0.0093
H -3.27605 0.50888 0.14077 -0.0017 0.0121 -0.0105
C -1.27205 4.92857 2.21946 -0.0552 0.0228 0.0424
H -3.11392 1.97592 5.28536 0.0035 -0.0005 -0.0019
O 0.78626 -1.04850 -4.48210 -0.0322 0.0900 0.0272
H 1.04416 6.82666 0.07692 0.0133 0.0023 -0.0044
H 5.95716 0.12764 3.88206 0.0015 0.0010 -0.0003
Cl -3.78444 6.83517 2.59520 0.0010 -0.0013 -0.0012
H 0.15752 -4.27001 -2.81001 -0.0006 0.0048 -0.0024
C 0.57086 6.31410 2.86587 -0.0249 0.0029 0.1234
H 0.08977 2.95977 -0.15760 -0.0166 -0.0146 0.0009
C -1.72402 4.83355 0.75296 -0.0456 0.0040 -0.0053
S 2.73802 0.26953 0.29414 0.0480 -0.1059 -0.1707
Cl -5.58455 3.19476 6.07652 -0.0012 0.0012 0.0005
H -0.09582 -3.72457 -4.47350 -0.0070 0.0040 -0.0052
O -0.18421 0.36672 4.20275 0.0661 -0.1646 0.0262
Mn -0.00763 -0.12305 -0.08448 0.7374 -0.3608 -0.2354
H -1.38044 2.73882 3.70844 -0.0089 0.0009 0.0140
O -2.76606 -1.39199 -1.35730 0.0597 -0.0348 -0.0321
C 2.17203 0.34152 3.09086 -0.0045 0.0363 0.0523
P 0.50778 -1.28856 -2.93068 0.0609 0.0008 -0.0187
H 4.29530 0.13924 5.72891 0.0007 0.0017 -0.0016
O -1.85705 -1.79823 -3.88376 0.0433 0.0505 0.0045
C -3.51523 5.32050 3.41882 -0.0058 -0.0217 0.0174
H -1.65687 -4.27660 -0.31035 0.0035 -0.0058 -0.0184
H -0.47170 4.19847 2.36160 0.0228 -0.0107 -0.0599
C -0.55415 -3.79515 -3.48571 -0.0264 -0.0278 0.0368
O 1.65222 1.23118 0.04733 -0.0660 0.1238 0.0149
C -4.50197 4.91166 4.30216 0.0215 -0.0101 -0.0022
H 5.17007 0.22060 1.53677 -0.0067 -0.0030 -0.0012
O 0.28610 1.98660 2.45661 0.0123 -0.0363 0.0160
H -2.64014 5.39878 0.58847 0.0124 -0.0013 -0.0059
O 0.23415 -0.03366 -2.17635 -0.1355 0.0583 0.0545
C 4.46256 0.23333 2.35334 -0.0019 -0.0065 0.0095
C -2.37028 4.55987 3.19341 0.0232 -0.0534 0.0344
C -2.69339 1.41347 0.18420 0.0111 -0.1043 -0.0360
```
Positions in Å, forces in eV/Å.

Summary:
E_HOMO (spin up / spin down) in eV: -5.74 / -5.16
Spin multiplicity: 2
⟨S²⟩: 1.225
Charge: -1
Gap between HOMO and LUMO (spin up / spin down) in eV: 8.06 / 7.48
Largest force on an atom in eV Å⁻¹: 0.85

Here are the Löwdin charges for atoms 1 to 2, given in e: Cl 0.7074; O -0.3553



ΔE to the lowest compared entry with this formula, charge and spin values, unit kcal/mol, following the record order: 54.8 162.2 2.4 56.3 0.0 203.1 10.2.